{"formula": "C19H23CoN3O3S", "method": "the ωB97M-V functional and the def2-TZVPD basis", "species": ["Co", "N", "N", "C", "O", "O", "H", "H", "H", "C", "C", "C", "C", "C", "C", "C", "C", "S", "C", "N", "C", "C", "C", "C", "C", "C", "C", "C", "H", "H", "H", "H", "H", "H", "H", "H", "H", "H", "H", "H", "H", "H", "H", "H", "C", "O", "H", "H", "H", "H"], "coordinates": [[-0.12390, -0.15541, 0.02434], [0.02879, -0.05696, 1.95322], [1.36642, -0.34436, 2.30009], [2.30060, -0.24599, 1.24909], [3.47643, -0.23382, 1.46210], [1.71234, -0.21636, 0.05726], [-0.25583, 0.87342, 2.25978], [-0.59207, -0.73938, 2.38329], [1.67144, -0.06754, 3.22130], [0.35075, -6.83658, -1.18688], [0.43504, -5.94791, 0.06241], [1.79018, -5.24143, 0.06685], [0.33285, -6.81998, 1.32217], [-0.72556, -4.95682, 0.04900], [-2.05057, -5.44583, 0.03417], [-3.15300, -4.62141, 0.03227], [-2.93647, -3.24488, 0.03931], [-4.09059, -1.93954, 0.05201], [-2.80489, -0.81597, 0.06318], [-1.60711, -1.35634, 0.06042], [-1.63844, -2.74422, 0.04668], [-0.52815, -3.58899, 0.05640], [-2.81317, 0.63737, 0.04859], [-3.91521, 1.48274, 0.06640], [-3.69884, 2.85245, 0.03413], [-2.40523, 3.35623, -0.01922], [-1.29862, 2.50527, -0.03528], [-1.50696, 1.14032, 0.00357], [1.18198, -7.54285, -1.19314], [0.40672, -6.23897, -2.09875], [-0.57354, -7.41407, -1.21640], [2.58486, -5.98734, 0.07041], [1.92501, -4.61770, 0.95309], [1.92956, -4.62093, -0.82140], [1.16024, -7.53037, 1.34728], [-0.59536, -7.39166, 1.34714], [0.38122, -6.21048, 2.22634], [-2.21409, -6.51489, 0.02649], [-4.15291, -5.03333, 0.02694], [0.46609, -3.16030, 0.07562], [-4.92270, 1.08603, 0.10246], [-4.54039, 3.53093, 0.04685], [-2.24919, 4.42669, -0.05078], [-0.29848, 2.92115, -0.08692], [0.83304, -1.02877, -2.62819], [-0.00121, -0.08360, -1.90372], [0.88241, -0.71488, -3.66751], [0.41561, -2.03200, -2.54678], [1.81396, -0.97799, -2.17085], [-0.81425, 0.10414, -2.38552]], "atomic_forces_ev_per_a": [[0.1, -0.3, 0.1], [-0.1, 0.0, 0.0], [0.0, -0.1, -0.1], [-0.1, 0.1, -0.2], [0.0, 0.0, 0.1], [0.1, 0.2, 0.2], [0.0, 0.0, 0.0], [0.0, 0.0, 0.1], [0.0, 0.0, 0.0], [0.0, 0.0, 0.0], [0.0, 0.0, 0.0], [0.0, 0.0, 0.0], [0.0, 0.0, 0.0], [0.0, 0.0, 0.0], [0.0, 0.0, 0.0], [0.0, 0.0, 0.0], [0.0, 0.0, 0.0], [0.0, 0.0, 0.0], [0.0, 0.0, 0.0], [-0.2, 0.2, -0.1], [0.1, 0.1, 0.0], [0.0, 0.0, 0.0], [0.0, 0.0, 0.0], [0.0, 0.0, 0.0], [0.0, 0.0, 0.0], [0.0, 0.0, 0.0], [0.0, 0.0, 0.0], [0.0, 0.1, 0.0], [0.0, 0.0, 0.0], [0.0, 0.0, 0.0], [0.0, 0.0, 0.0], [0.0, 0.0, 0.0], [0.0, 0.0, 0.0], [0.0, 0.0, 0.0], [0.0, 0.0, 0.0], [0.0, 0.0, 0.0], [0.0, 0.0, 0.0], [0.0, 0.0, 0.0], [0.0, 0.0, 0.0], [0.0, 0.0, 0.0], [0.0, 0.0, 0.0], [0.0, 0.0, 0.0], [0.0, 0.0, 0.0], [0.0, 0.0, 0.0], [0.0, 0.0, 0.0], [0.0, 0.0, -0.1], [0.0, 0.0, 0.0], [0.0, 0.0, 0.0], [0.0, 0.0, 0.0], [0.0, 0.0, 0.0]], "multiplicity": 1, "lumo_ev": [-3.72, -3.72], "de_lowest_kj_mol": 0.0, "charge": 1}